# 1
Density functional theory data (ωB97M-V/def2-TZVPD) for a structure of composition C46H33AsBrN2O3PPdS2.

Results
**Orbital gap (alpha / beta)**: 5.795 / 5.794 eV

Last column: Mulliken charge in e.
Element x y z (Å)
Pd -0.686 0.498 0.760  0.286
S -0.521 -0.023 3.157  -0.365
C 1.045 0.545 3.714  0.489
C 1.219 0.758 5.090  -0.573
C 2.430 1.173 5.607  -0.695
C 3.511 1.405 4.762  -0.709
C 3.359 1.211 3.401  -0.693
C 2.144 0.777 2.868  -0.346
As 1.903 0.574 0.956  1.516
C 3.737 0.943 0.320  -0.128
C 4.019 2.261 -0.033  -0.593
C 5.281 2.620 -0.487  -0.607
C 6.273 1.657 -0.602  -0.500
C 5.998 0.341 -0.259  -0.695
C 4.737 -0.018 0.200  -0.189
C 1.968 -1.371 0.746  0.390
C 1.813 -1.876 -0.542  -0.194
C 1.946 -3.234 -0.789  -0.664
C 2.226 -4.102 0.258  -0.470
C 2.352 -3.607 1.550  -1.105
C 2.219 -2.246 1.795  -0.032
H 0.376 0.580 5.745  0.472
H 2.535 1.319 6.674  0.354
H 4.460 1.736 5.160  0.411
H 4.199 1.389 2.741  0.355
H 3.242 3.015 0.051  0.427
H 5.488 3.648 -0.754  0.403
H 7.257 1.931 -0.958  0.382
H 6.770 -0.413 -0.345  0.406
H 4.542 -1.048 0.469  0.412
H 1.590 -1.200 -1.364  0.207
H 1.835 -3.614 -1.797  0.436
H 2.336 -5.162 0.071  0.396
H 2.553 -4.286 2.369  0.398
H 2.312 -1.864 2.805  0.392
C -0.072 -0.249 -6.132  -0.526
C -1.396 -0.248 -5.715  -0.733
C -1.716 0.051 -4.399  -0.039
C -0.709 0.350 -3.484  0.322
C 0.619 0.346 -3.912  -0.456
C 0.937 0.053 -5.229  -0.857
P -0.982 0.822 -1.736  1.906
C -2.652 0.134 -1.391  0.074
C -2.854 -1.167 -1.569  -1.141
C -3.958 -1.857 -0.822  0.135
C -5.178 -0.990 -0.735  -1.136
C -5.028 0.319 -0.609  -0.673
C -3.642 0.923 -0.550  -0.543
C -1.192 2.619 -1.773  0.360
C -1.487 3.346 -2.895  -0.508
C -1.604 4.749 -2.821  -1.028
C -1.414 5.389 -1.631  -0.836
C -1.096 4.673 -0.450  1.272
C -0.868 5.337 0.778  -0.906
C -0.532 4.625 1.891  -0.959
C -0.427 3.216 1.842  -0.403
C -0.653 2.546 0.673  -0.227
C -0.981 3.259 -0.515  0.090
H 0.172 -0.487 -7.159  0.391
H -2.185 -0.479 -6.419  0.422
H -2.751 0.055 -4.087  0.384
H 1.409 0.578 -3.206  0.494
H 1.971 0.053 -5.547  0.439
H -2.137 -1.780 -2.104  0.343
H -4.186 -2.838 -1.244  0.721
H -6.153 -1.456 -0.771  0.464
H -5.874 0.986 -0.527  0.529
H -3.672 1.961 -0.897  0.695
H -1.619 2.847 -3.848  0.509
H -1.836 5.312 -3.715  0.420
H -1.491 6.468 -1.573  0.415
H -0.955 6.415 0.813  0.392
H -0.349 5.133 2.829  0.453
H -0.169 2.672 2.742  0.294
O -5.225 1.756 1.936  -0.520
S -3.838 1.353 2.070  0.246
N -3.094 0.948 0.823  0.199
Br 0.426 -6.946 2.272  -0.154
C -1.148 -6.012 1.800  0.046
C -2.367 -6.678 1.809  -0.202
N -3.516 -6.080 1.511  -0.635
C -3.480 -4.792 1.192  -0.231
C -2.303 -4.053 1.142  -0.185
C -1.100 -4.678 1.458  -0.111
C -2.293 -2.616 0.769  -0.027
O -3.533 -2.078 0.571  -0.355
O -1.267 -1.971 0.717  0.620
H -2.417 -7.729 2.067  0.371
H -4.429 -4.316 0.976  0.547
H -0.175 -4.116 1.445  0.263

***

# 2
Density functional theory data (ωB97M-V/def2-TZVPD) for a structure of composition C46H34F5InNO4P2S3.

Results
**Net charge**: -1
**Orbital gap**: 6.855 eV

Last column: Mulliken charge in e.
Element x y z (Å)
In 1.679 -1.505 1.310  0.622
C 1.185 0.803 5.340  -1.955
C 1.598 -0.169 4.243  0.510
S 1.531 0.551 2.624  -0.240
C 1.969 -1.428 4.514  0.883
C 1.960 -1.982 5.922  -1.582
S 2.482 -2.634 3.327  -0.294
H 1.020 1.796 4.920  0.396
H 1.961 0.894 6.104  0.441
H 0.259 0.489 5.831  0.351
H 1.650 -1.244 6.661  0.397
H 2.955 -2.345 6.193  0.309
H 1.281 -2.836 5.978  0.286
F -1.344 -7.729 0.906  -0.323
C -0.928 -6.502 0.576  0.698
C -0.982 -5.476 1.496  -0.058
F -1.456 -5.711 2.723  -0.326
C -0.573 -4.208 1.131  -0.293
F -0.710 -3.236 2.039  -0.216
C -0.083 -3.909 -0.135  0.590
S 0.380 -2.300 -0.659  0.209
C -0.049 -4.969 -1.036  -0.019
F 0.380 -4.771 -2.286  -0.344
C -0.462 -6.242 -0.697  0.184
F -0.419 -7.230 -1.598  -0.331
O -0.951 2.477 -1.043  -0.074
C -0.180 3.195 -1.922  0.236
C -0.702 4.038 -2.901  -0.669
C 0.159 4.721 -3.745  -0.730
C 1.535 4.559 -3.629  -0.974
C 2.028 3.671 -2.687  -0.078
C 1.187 2.969 -1.825  -0.116
P 1.863 1.655 -0.682  1.954
C 2.741 0.745 -2.030  0.839
C 4.095 0.817 -2.341  -0.099
C 4.608 0.095 -3.410  -0.698
C 3.777 -0.704 -4.183  -0.550
C 2.425 -0.782 -3.880  -0.681
C 1.913 -0.059 -2.812  -0.833
C 3.175 2.624 0.164  -0.005
C 2.958 3.966 0.480  -0.832
C 3.870 4.670 1.255  -0.627
C 5.015 4.042 1.727  -0.606
C 5.228 2.700 1.437  -0.849
C 4.310 1.991 0.675  -0.146
C -2.291 2.682 -0.852  -0.641
C -2.828 3.957 -0.700  -0.452
C -4.191 4.106 -0.516  -0.653
C -5.021 2.990 -0.484  -0.922
C -4.462 1.726 -0.578  -0.024
C -3.090 1.545 -0.742  0.383
P -2.249 -0.113 -0.641  1.789
C -2.792 -0.559 1.066  0.403
C -1.885 -0.228 2.073  -0.507
C -2.220 -0.390 3.411  -0.331
C -3.465 -0.893 3.759  -0.594
C -4.370 -1.242 2.764  -0.787
C -4.038 -1.074 1.426  -0.215
C -3.359 -1.125 -1.696  0.127
C -3.574 -2.477 -1.420  -0.572
C -4.243 -3.290 -2.326  -0.766
C -4.698 -2.769 -3.529  -0.532
C -4.477 -1.429 -3.823  -0.600
C -3.808 -0.617 -2.917  -0.822
H -1.771 4.142 -3.028  0.560
H -0.256 5.380 -4.499  0.379
H 2.212 5.098 -4.280  0.428
H 3.097 3.509 -2.613  0.400
H 4.763 1.417 -1.738  0.368
H 5.666 0.151 -3.636  0.388
H 4.185 -1.278 -5.007  0.358
H 1.767 -1.417 -4.462  0.446
H 0.856 -0.129 -2.573  0.171
H 2.066 4.466 0.124  0.350
H 3.681 5.710 1.496  0.398
H 5.730 4.590 2.327  0.370
H 6.106 2.195 1.821  0.438
H 4.465 0.933 0.497  0.410
H -2.181 4.825 -0.704  0.586
H -4.606 5.099 -0.397  0.397
H -6.092 3.106 -0.365  0.431
H -5.101 0.851 -0.524  0.302
H -0.904 0.152 1.805  0.164
H -1.501 -0.125 4.177  0.401
H -3.730 -1.019 4.802  0.386
H -5.340 -1.646 3.030  0.388
H -4.756 -1.353 0.664  0.366
H -3.207 -2.897 -0.490  0.562
H -4.400 -4.337 -2.094  0.435
H -5.218 -3.404 -4.236  0.381
H -4.817 -1.018 -4.766  0.395
H -3.629 0.425 -3.161  0.360
O 4.895 -2.639 -0.864  -0.670
N 3.928 -2.461 -0.152  0.890
O 3.162 -3.365 0.225  -0.546
O 3.648 -1.256 0.264  -0.328

***

# 3
Density functional theory data (ωB97M-V/def2-TZVPD) for a structure of composition C46H35N11O3PSr.

Results
**Net charge**: +1
**Orbital gap**: 8.414 eV

Last column: Mulliken charge in e.
Element x y z (Å)
Sr -0.768 -0.620 1.809  1.769
O -2.453 -2.055 1.697  -0.651
C -1.838 -2.663 2.624  0.494
O -1.249 -2.049 3.547  -0.714
C -1.638 -4.138 2.425  0.655
C -2.170 -5.104 3.263  -0.509
C -1.999 -6.445 2.955  -0.653
C -1.291 -6.819 1.819  -0.820
C -0.734 -5.852 0.997  0.182
C -0.894 -4.503 1.296  -0.562
P -0.142 -3.168 0.281  2.081
C 1.597 -3.698 0.075  0.031
C 2.365 -3.048 -0.896  -0.511
C 3.730 -3.265 -0.988  -0.696
C 4.355 -4.130 -0.097  -0.638
C 3.606 -4.771 0.877  -0.792
C 2.236 -4.556 0.967  -0.670
C -0.902 -3.497 -1.356  0.062
C -0.285 -4.212 -2.378  -0.386
C -0.948 -4.432 -3.579  -0.726
C -2.235 -3.948 -3.765  -0.678
C -2.864 -3.248 -2.744  -0.541
C -2.202 -3.021 -1.547  -0.583
H -2.725 -4.809 4.144  0.530
H -2.424 -7.203 3.599  0.413
H -1.172 -7.866 1.577  0.444
H -0.170 -6.150 0.120  0.490
H 1.885 -2.369 -1.595  0.418
H 4.306 -2.762 -1.754  0.452
H 5.420 -4.306 -0.169  0.423
H 4.088 -5.446 1.572  0.442
H 1.666 -5.055 1.740  0.444
H 0.717 -4.600 -2.248  0.419
H -0.460 -4.991 -4.366  0.463
H -2.751 -4.129 -4.699  0.431
H -3.876 -2.884 -2.875  0.471
H -2.701 -2.495 -0.740  0.368
C -2.211 0.433 -3.996  -1.464
N -2.175 0.424 -2.545  1.346
C -1.200 0.027 -1.733  -1.399
N -1.533 0.255 -0.473  0.705
C -2.768 0.821 -0.590  -0.849
N -3.191 0.940 -1.824  -0.885
C -1.526 1.639 -4.599  1.015
C -1.166 1.611 -5.942  -0.831
C -0.605 2.728 -6.542  -0.635
C -0.385 3.881 -5.805  -0.892
C -0.725 3.905 -4.458  0.101
C -1.299 2.788 -3.856  -0.194
C -0.495 5.121 -3.679  0.478
N -0.412 6.334 -4.097  -0.483
N -0.186 7.120 -2.976  -0.463
C -0.158 6.320 -1.969  0.484
O -0.346 5.025 -2.332  -0.239
C 0.080 6.638 -0.562  0.007
C -0.139 7.930 -0.099  -0.925
C 0.117 8.227 1.230  -0.558
C 0.594 7.247 2.088  -0.913
C 0.828 5.958 1.623  1.204
C 1.431 4.935 2.562  -1.425
N 1.185 3.563 2.144  0.689
C 0.165 2.758 2.443  -0.580
N 0.257 1.633 1.753  0.469
C 1.387 1.826 1.017  -0.919
N 1.981 2.974 1.229  -0.863
C 0.562 5.654 0.296  -0.306
H -3.267 0.420 -4.268  0.292
H -1.760 -0.493 -4.355  0.452
H -0.290 -0.432 -2.085  0.680
H -3.359 1.138 0.253  0.520
H -1.332 0.713 -6.525  0.458
H -0.333 2.698 -7.588  0.411
H 0.052 4.760 -6.258  0.512
H -1.582 2.837 -2.813  0.673
H -0.506 8.684 -0.781  0.511
H -0.059 9.227 1.601  0.413
H 0.793 7.492 3.125  0.442
H 1.035 5.055 3.570  0.477
H 2.513 5.051 2.607  0.279
H -0.615 3.014 3.142  0.472
H 1.774 1.110 0.310  0.630
H 0.752 4.664 -0.093  0.731
N -3.803 0.650 3.556  -0.050
C -2.781 0.771 3.029  -0.110
H -4.682 0.510 4.011  0.283
N 2.669 -0.194 7.542  -0.456
C 2.686 -0.467 6.427  -0.150
C 2.716 -0.794 5.027  -0.019
C 3.875 -1.268 4.421  -0.223
C 3.840 -1.545 3.068  -1.075
C 2.657 -1.337 2.377  -0.531
N 1.538 -0.889 2.953  0.429
C 1.573 -0.628 4.258  -0.398
H 4.773 -1.412 5.005  0.520
H 4.710 -1.920 2.548  0.524
H 2.609 -1.544 1.314  0.723
H 0.654 -0.284 4.721  0.552

***

# 4
Density functional theory data (ωB97M-V/def2-TZVPD) for a structure of composition C46H35NO5P2Sn.

Results
**Net charge**: +2
**Orbital gap**: 7.349 eV

Last column: Mulliken charge in e.
Element x y z (Å)
Sn 0.541 -0.032 -0.988  0.787
O 4.083 1.931 -2.112  -0.607
C 3.129 1.205 -2.002  0.035
O 1.996 1.513 -1.419  -0.376
C 3.168 -0.199 -2.575  0.620
C 4.184 -0.732 -3.347  -0.842
C 4.058 -2.053 -3.769  -0.545
C 2.934 -2.801 -3.425  -0.708
C 1.958 -2.187 -2.663  0.537
N 2.115 -0.934 -2.267  0.393
C 0.641 -2.810 -2.223  -0.103
O 0.452 -3.993 -2.359  -0.635
O -0.201 -1.934 -1.741  0.056
H 5.033 -0.114 -3.603  0.652
H 4.837 -2.502 -4.372  0.486
H 2.793 -3.825 -3.740  0.615
C -1.630 3.377 3.966  -1.667
C -2.150 1.936 3.760  1.708
C -3.156 1.584 4.863  -1.975
C -0.947 1.005 3.805  1.101
C -0.326 0.689 5.010  -0.384
C 0.823 -0.082 5.071  -1.496
C 1.394 -0.549 3.904  -0.267
C 0.794 -0.249 2.684  0.015
P 1.594 -0.922 1.219  1.871
C 1.462 -2.709 1.240  0.955
C 2.551 -3.515 1.572  -0.654
C 2.390 -4.891 1.577  -0.804
C 1.167 -5.456 1.245  -0.613
C 0.079 -4.649 0.934  -0.660
C 0.223 -3.275 0.933  -0.579
C 3.274 -0.319 1.129  1.004
C 3.572 0.932 1.675  -0.872
C 4.822 1.487 1.468  -0.773
C 5.772 0.805 0.720  -0.734
C 5.482 -0.443 0.187  -0.797
C 4.230 -1.003 0.371  -0.877
C -0.371 0.515 2.640  -0.820
O -0.901 0.746 1.389  0.623
C -2.123 1.367 1.289  -0.808
C -2.665 1.457 0.009  0.242
C -3.909 2.053 -0.191  -0.410
C -4.613 2.528 0.897  -1.511
C -4.054 2.447 2.162  -0.241
C -2.802 1.883 2.386  0.770
P -1.859 0.876 -1.490  1.171
C -2.767 -0.480 -2.191  0.843
C -3.661 -1.205 -1.402  -0.693
C -4.288 -2.315 -1.939  -0.827
C -4.013 -2.708 -3.243  -0.563
C -3.122 -1.983 -4.027  -0.883
C -2.489 -0.874 -3.503  -0.623
C -1.652 2.251 -2.621  1.030
C -2.562 2.460 -3.658  -0.277
C -2.407 3.565 -4.478  -0.765
C -1.348 4.440 -4.280  -0.582
C -0.441 4.226 -3.248  -0.983
C -0.591 3.135 -2.413  -0.697
H -1.128 3.463 4.931  0.438
H -2.458 4.087 3.944  0.449
H -0.919 3.647 3.183  0.373
H -2.698 1.662 5.846  0.476
H -3.539 0.571 4.738  0.419
H -3.993 2.279 4.864  0.467
H -0.746 1.061 5.934  0.397
H 1.275 -0.311 6.026  0.452
H 2.299 -1.144 3.930  0.548
H 3.504 -3.079 1.842  0.497
H 3.229 -5.522 1.839  0.468
H 1.062 -6.532 1.220  0.437
H -0.874 -5.089 0.677  0.474
H -0.617 -2.642 0.668  0.186
H 2.829 1.463 2.258  0.392
H 5.053 2.457 1.886  0.460
H 6.739 1.255 0.540  0.426
H 6.225 -0.979 -0.388  0.489
H 3.999 -1.969 -0.062  0.349
H -4.311 2.137 -1.193  0.552
H -5.590 2.972 0.760  0.459
H -4.606 2.849 2.999  0.385
H -3.866 -0.899 -0.384  0.379
H -4.989 -2.879 -1.339  0.486
H -4.489 -3.590 -3.650  0.444
H -2.915 -2.291 -5.042  0.461
H -1.776 -0.315 -4.099  0.549
H -3.380 1.768 -3.815  0.455
H -3.117 3.740 -5.276  0.462
H -1.221 5.288 -4.940  0.428
H 0.389 4.904 -3.100  0.479
H 0.122 2.968 -1.612  0.400

***

# 5
Density functional theory data (ωB97M-V/def2-TZVPD) for a structure of composition C46H36Cl4GeN6O3SY.

Results
**Net charge**: +3
**Orbital gap**: 6.344 eV

Last column: Mulliken charge in e.
Element x y z (Å)
Y 13.316 14.965 15.027  0.734
O 16.048 12.428 16.900  -0.667
S 14.881 12.449 16.048  1.300
O 13.570 12.979 16.464  -0.544
N 15.144 13.446 14.743  0.631
C 16.347 13.479 14.070  0.585
C 17.503 12.719 14.288  -0.816
C 18.658 12.987 13.523  -1.044
C 18.690 13.994 12.589  -0.827
C 17.582 14.826 12.348  0.372
C 17.563 15.980 11.543  -0.620
C 16.450 16.806 11.521  -1.283
C 15.285 16.349 12.156  -0.200
N 15.217 15.195 12.830  0.315
C 16.363 14.483 13.041  0.383
C 14.699 10.723 15.498  0.004
C 15.387 9.779 16.279  -0.410
C 15.493 8.452 15.862  -0.664
C 14.889 8.027 14.700  -0.599
C 14.084 8.907 14.001  -0.812
C 14.001 10.251 14.373  0.026
H 17.491 11.970 15.072  0.531
H 19.577 12.413 13.687  0.413
H 19.603 14.209 12.042  0.437
H 18.475 16.247 10.975  0.436
H 16.446 17.763 11.017  0.533
H 14.390 16.952 12.141  0.504
H 15.817 10.062 17.253  0.452
H 16.005 7.738 16.498  0.431
H 15.019 6.996 14.370  0.416
H 13.481 8.586 13.152  0.424
H 13.360 10.919 13.793  0.400
C 16.030 15.592 18.870  -1.081
C 15.623 15.542 17.542  -0.320
N 14.323 15.680 17.187  0.883
C 13.385 15.918 18.154  0.364
C 13.723 15.971 19.548  1.020
C 15.097 15.844 19.857  -0.782
C 12.747 16.279 20.548  -1.045
C 11.444 16.467 20.198  -1.082
C 11.036 16.293 18.846  1.072
C 9.694 16.456 18.448  -0.581
C 9.329 16.348 17.103  -1.167
C 10.306 15.969 16.180  -0.313
N 11.600 15.797 16.494  0.258
C 11.984 15.999 17.815  -0.082
H 17.091 15.474 19.093  0.470
H 16.332 15.382 16.732  0.514
H 15.381 15.974 20.892  0.480
H 13.126 16.430 21.548  0.470
H 10.698 16.807 20.922  0.425
H 8.987 16.654 19.249  0.487
H 8.326 16.527 16.752  0.505
H 9.999 15.831 15.152  0.573
Cl 11.055 10.785 16.815  0.017
C 10.237 11.324 15.355  0.896
Cl 8.515 11.669 15.672  -0.029
Cl 10.375 10.144 14.012  -0.020
C 10.946 12.496 14.831  -1.032
N 11.694 13.342 14.477  0.783
Ge 10.929 15.010 11.509  0.607
C 11.683 15.732 9.872  0.380
C 11.568 17.114 9.669  -0.286
C 12.389 17.730 8.743  -0.670
C 13.328 16.962 8.049  -0.548
C 13.355 15.563 8.167  -0.848
C 12.595 14.961 9.129  0.007
C 9.507 13.721 11.394  0.297
C 9.782 12.460 10.913  0.160
C 8.829 11.440 11.053  -0.833
C 7.688 11.661 11.821  -0.410
C 7.392 12.937 12.281  -0.736
C 8.311 13.951 12.099  -0.457
H 11.290 15.638 12.905  -0.373
H 10.838 17.696 10.251  0.452
H 12.320 18.785 8.537  0.457
H 14.027 17.476 7.413  0.483
H 13.975 14.940 7.533  0.447
H 12.674 13.883 9.258  0.359
H 10.718 12.267 10.369  0.360
H 9.020 10.475 10.566  0.459
H 7.019 10.839 12.072  0.454
H 6.492 13.156 12.830  0.497
H 8.093 14.957 12.450  0.417
Cl 15.129 20.586 16.684  -0.160
C 14.250 19.740 15.452  -0.206
C 13.470 20.439 14.516  -0.351
C 12.657 19.683 13.657  -0.951
C 12.720 18.292 13.751  0.065
N 13.481 17.595 14.589  0.563
C 14.303 18.359 15.400  -0.612
H 13.554 21.511 14.490  0.489
H 12.018 20.085 12.878  0.504
H 12.065 17.730 13.056  0.127
H 14.991 17.803 16.050  0.579
O 12.722 13.760 11.910  -0.419
H 13.697 13.978 11.879  0.117
H 12.588 13.029 12.563  0.053

***

Let's list energy relative to the best compared isomer or geometry (same formula, charge and spin) in order: 72.8, 0.0, 16.3, 0.0, 47.1 kcal per mole.
Let's list strongest force on any atom in order: 1.32, 0.72, 3.06, 1.47, 4.89 eV Å⁻¹.